20
Properties=species:S:1:pos:R:3:forces:R:3 method="wB97M-V/def2-TZVPD" charge=0 e_tot_ha=-726.1835 homo_lumo_gap_ev=9.3 e_above_lowest_kj_mol=207.5 homo_ev=-8.445
C 0.56857 2.31762 1.50070 -0.2181 -0.3821 0.5457
C -0.35573 0.03296 0.93605 1.6128 4.7421 -2.3223
C -0.41723 -1.23850 0.74609 -1.3080 -1.9912 -1.5708
C 0.21276 1.24353 -0.45153 1.1261 -3.9587 2.0824
C -0.90069 -2.26489 1.68775 0.6454 -0.2998 2.4440
C -0.98260 1.71304 -1.17364 0.8578 1.2840 -0.2146
C 1.19695 0.44059 -1.34893 -1.5978 1.7873 -0.5285
N 0.83735 2.26795 0.29770 0.2849 0.3185 -1.9904
S -0.41021 1.12684 2.29459 -0.5744 -1.2191 0.7390
H 0.96443 3.07298 2.10089 0.4881 1.2509 1.0881
H -0.40329 -1.56697 -0.32022 0.4192 0.2018 0.7739
H -0.28138 -3.17579 1.73210 -0.0761 0.3105 -0.3244
H -1.91324 -2.59125 1.49687 -0.3423 0.0295 -0.2177
H -0.87118 -1.86502 2.74738 -0.1713 -0.3525 -1.0672
H -0.79167 2.27537 -2.08991 0.4976 0.4229 0.2719
H -1.45931 2.31018 -0.44870 -1.4350 0.8558 0.3965
H -1.55419 0.92586 -1.51989 -1.4349 -1.8576 -0.2496
H 1.12726 -0.60854 -1.24051 -0.1202 -1.0686 0.3901
H 2.22652 0.74799 -1.20786 0.0113 0.2034 -0.2606
H 0.74038 0.67559 -2.33553 1.3350 -0.2771 0.0146

=====

20
Properties=species:S:1:pos:R:3:forces:R:3 method="wB97M-V/def2-TZVPD" charge=0 e_tot_ha=-726.0174 homo_lumo_gap_ev="7.0 / 8.4" e_above_lowest_kj_mol=643.7 homo_ev="-7.557 / -8.568"
C -0.20558 -0.63115 0.62234 1.2035 1.1500 -1.7635
C 0.50420 -0.16112 -0.45547 0.7691 -1.2246 1.5350
C -1.44809 0.13236 0.24793 -1.2794 -2.6376 0.9008
C -0.67607 0.43564 -1.09108 -0.9340 1.1200 0.1498
C -2.78059 -0.75115 0.33426 1.8471 3.5208 0.4779
C -0.64221 1.92207 -1.48087 1.5909 -3.5927 -4.0643
C 3.44422 -1.15616 1.58369 -0.5704 0.9138 -2.1603
N 2.40145 -0.35328 0.97167 -0.1083 0.2203 1.5810
S 2.24532 -0.25936 -0.61735 -0.7613 -0.2079 -0.3510
H -1.55147 1.03346 0.78102 -0.1625 1.2169 0.7595
H -1.06800 -0.14152 -1.89364 -0.3913 -0.5191 -0.7966
H -2.77787 -1.22466 -0.55146 -0.1649 -2.3511 -3.0484
H -3.57605 -0.04997 0.24055 -1.0844 0.3567 0.4457
H -2.88445 -1.43802 1.13678 0.2097 -0.2266 0.8717
H -0.01380 1.96922 -2.46874 -0.8883 0.2973 1.8951
H -0.27986 2.51124 -0.75489 1.4888 2.1858 2.5324
H -1.60455 2.17981 -1.74627 -2.1482 0.8706 -0.5184
H 4.35919 -0.93726 1.03754 0.6186 -0.6346 0.4227
H 3.46720 -0.91607 2.60581 0.3798 0.4616 1.3001
H 3.08700 -2.16408 1.49818 0.3855 -0.9198 -0.1693

=====

20
Properties=species:S:1:pos:R:3:forces:R:3 method="wB97M-V/def2-TZVPD" charge=0 e_tot_ha=-726.1639 homo_lumo_gap_ev=9.4 e_above_lowest_kj_mol=259.0 homo_ev=-8.558
H 3.07735 0.97138 -1.79452 -2.1177 -0.2767 0.6751
N 1.99942 0.96050 -1.82863 1.9346 0.1889 -1.0837
C 1.41111 -0.08577 -1.45218 3.5855 -0.9757 2.2990
C 2.05423 -1.28602 -0.57636 0.2360 2.5286 1.0575
S 1.31593 -1.55016 1.14518 -0.2402 0.9572 -1.1786
C -0.14463 -0.59337 0.77520 1.3609 -1.9194 0.8289
C -1.13367 -1.02691 0.02159 0.3013 2.4031 2.5533
C -2.07602 0.12514 -0.00052 -2.0010 -0.3223 -3.5896
C -1.74771 1.15239 1.03316 0.1904 -0.3915 0.4532
C -0.26525 0.78312 1.23774 0.4970 2.4108 3.4762
H 0.39159 -0.12748 -1.61169 -2.0073 -0.2818 -0.3146
H 1.82529 -2.19608 -1.01892 0.2181 -1.6407 -1.2238
H 3.12033 -1.12450 -0.26662 -0.8158 -0.1555 -1.2453
H -1.10269 -1.88791 -0.54195 -0.5058 -1.8312 -0.9667
H -3.12808 -0.24812 -0.10343 0.6855 0.8715 -0.0496
H -1.69966 0.63219 -0.93344 -1.3357 -0.2256 -0.0295
H -1.96810 2.16990 0.69179 0.2111 -0.2686 0.0658
H -2.27795 0.99207 1.98380 0.0504 0.0004 -0.3190
H 0.53798 1.48928 0.85937 -1.0168 -0.8257 0.0140
H -0.18946 0.85036 2.38043 0.7695 -0.2458 -1.4226

=====

21
Properties=species:S:1:pos:R:3:forces:R:3 method="wB97M-V/def2-TZVPD" charge=+1 e_tot_ha=-498.4912 homo_lumo_gap_ev="7.6 / 7.6" e_above_lowest_kj_mol=593.2 homo_ev="-12.645 / -12.637"
C 1.19358 -0.47256 1.04891 1.7546 2.2033 0.7616
C -0.29323 1.59694 0.64745 0.9875 -1.0627 0.5265
C -1.10562 -0.60716 0.30584 2.3288 0.0329 0.1029
C -0.86900 2.89080 1.09094 -1.5292 -3.6978 -0.9046
C 1.94422 0.38734 -1.18932 0.9816 -1.5447 -3.5668
C -2.03366 -2.64226 -0.47744 0.0968 -2.0832 0.5470
C 2.39064 -0.37212 0.06587 -0.8486 0.2157 0.3869
O 0.11805 -1.08044 0.59118 -4.2087 -0.4736 -2.5990
O -1.28334 0.71009 0.46600 -1.1284 -0.7168 -0.1398
O -2.13099 -1.26109 -0.18491 1.4580 2.3848 1.9555
H -0.21795 3.64279 0.91619 1.8503 2.5360 -0.7113
H -0.91994 2.73177 2.14613 -0.3946 0.0483 1.1987
H -1.85810 2.93890 0.63267 -0.1006 0.6659 0.3305
H 2.68747 0.86948 -1.90315 -0.2471 -0.7124 1.5257
H 1.26464 1.09827 -0.92822 -1.3633 2.3619 0.8581
H 1.33510 -0.19704 -1.96483 0.8582 -0.0783 1.3044
H -2.80798 -2.80758 -1.22065 0.5625 0.1108 -0.6395
H -2.44248 -3.32111 0.36447 1.3829 1.3582 -0.7659
H -0.96100 -2.76650 -0.78495 -1.3310 -0.8920 0.1047
H 3.28829 0.02708 0.58710 -1.0216 0.1900 -0.1897
H 2.70129 -1.36560 -0.20928 -0.0883 -0.8465 -0.0857

=====

22
Properties=species:S:1:pos:R:3:forces:R:3 method="wB97M-V/def2-TZVPD" charge=0 e_tot_ha=-840.1902 homo_lumo_gap_ev=9.5 e_above_lowest_kj_mol=457.3 homo_ev=-8.779
O -0.97256 -0.67971 -0.19482 0.3908 -1.0254 0.2284
P -0.23499 0.72429 -0.63713 -0.7039 0.3898 -1.1133
C 0.32372 1.22010 0.99444 -2.0850 1.6085 1.1052
C 1.71760 1.52711 1.32591 0.0030 1.6953 -0.4433
O 1.12552 0.32210 1.69191 0.6808 -1.2665 1.0164
C -1.85699 1.78122 -0.65216 2.0474 -0.3475 -0.9826
C -2.26152 2.81410 -1.67822 -3.0716 -1.6669 0.5021
O -1.76742 3.16452 -0.44671 0.9154 1.4479 1.2209
H -0.31710 -1.41482 -0.04777 -1.0032 1.0683 -0.4190
H -0.49415 1.66192 1.67871 1.3108 -0.3764 -1.0353
H 2.52269 1.47327 0.60715 -0.0997 -0.1750 -0.3410
H 1.81554 2.37902 2.00005 0.2231 -0.6705 0.6457
H -2.56369 1.34573 0.01797 -0.9197 -0.5821 -0.0225
H -1.82774 3.19503 -2.56517 1.2898 -0.2631 -0.6427
H -3.37962 2.85257 -1.77999 0.8795 0.2794 0.2518
C 0.28113 -4.27724 -1.03110 -0.0647 1.5682 1.4207
C 0.73172 -3.45035 -0.27020 0.6215 -0.6593 -0.8179
C 1.64770 -2.61127 0.45097 3.3996 -0.7211 1.7658
H -0.55391 -4.68643 -1.47503 -0.8872 -1.1451 -1.0728
H 1.33359 -2.24474 1.46590 0.0051 -0.2302 -1.1896
H 2.11927 -1.79551 -0.14193 -0.8051 -0.3316 0.3180
H 2.61120 -3.30094 0.68722 -2.1268 1.4033 -0.3949

=====

21
Properties=species:S:1:pos:R:3:forces:R:3 method="wB97M-V/def2-TZVPD" charge=0 e_tot_ha=-1410.9945 homo_lumo_gap_ev=9.2 e_above_lowest_kj_mol=40.9 homo_ev=-8.592
C -3.80727 -0.99270 0.15290 0.1439 -0.1179 -0.0531
S -2.08097 -1.33909 0.61437 0.0402 0.2880 0.0789
P -1.16350 0.47253 0.04764 3.8841 -0.0509 0.4789
S -2.35494 1.96909 -0.27950 0.2855 -0.1623 0.0411
C 0.32176 0.62893 1.38981 -1.1650 0.0646 0.0712
C 1.61398 0.72142 1.08190 0.5199 0.1627 -0.6537
C 3.15727 0.42966 1.08778 -3.0378 -0.0914 -0.5070
C 2.28484 0.54215 -0.20182 -0.4327 -0.1157 0.0181
C 1.48803 -0.51534 -0.96728 0.1099 -0.0703 0.0051
C 0.08258 0.04343 -1.34278 -0.4947 0.1414 0.1654
H -3.96254 0.08646 0.14823 -0.0354 -0.1054 0.0141
H -4.44170 -1.46324 0.89770 -0.0030 -0.0151 0.0581
H -4.01073 -1.41243 -0.82859 -0.0456 0.0521 -0.0039
H -0.04521 0.58156 2.40862 0.0646 -0.0812 0.1000
H 3.46371 -0.52634 1.47458 0.0819 -0.1654 0.0858
H 3.79851 1.27238 1.26715 0.1450 0.1445 0.0115
H 2.52199 1.40835 -0.81159 -0.0287 0.1501 0.1261
H 1.36878 -1.40532 -0.34525 0.0845 -0.0526 -0.0470
H 1.97933 -0.80911 -1.89848 -0.0212 -0.0753 0.0237
H 0.20149 0.98047 -1.89392 -0.0623 -0.0152 -0.0172
H -0.41540 -0.67283 -2.00147 -0.0332 0.1154 0.0039

=====

Repeat the fifth record exactly.
22
Properties=species:S:1:pos:R:3:forces:R:3 method="wB97M-V/def2-TZVPD" charge=0 e_tot_ha=-840.1902 homo_lumo_gap_ev=9.5 e_above_lowest_kj_mol=457.3 homo_ev=-8.779
O -0.97256 -0.67971 -0.19482 0.3908 -1.0254 0.2284
P -0.23499 0.72429 -0.63713 -0.7039 0.3898 -1.1133
C 0.32372 1.22010 0.99444 -2.0850 1.6085 1.1052
C 1.71760 1.52711 1.32591 0.0030 1.6953 -0.4433
O 1.12552 0.32210 1.69191 0.6808 -1.2665 1.0164
C -1.85699 1.78122 -0.65216 2.0474 -0.3475 -0.9826
C -2.26152 2.81410 -1.67822 -3.0716 -1.6669 0.5021
O -1.76742 3.16452 -0.44671 0.9154 1.4479 1.2209
H -0.31710 -1.41482 -0.04777 -1.0032 1.0683 -0.4190
H -0.49415 1.66192 1.67871 1.3108 -0.3764 -1.0353
H 2.52269 1.47327 0.60715 -0.0997 -0.1750 -0.3410
H 1.81554 2.37902 2.00005 0.2231 -0.6705 0.6457
H -2.56369 1.34573 0.01797 -0.9197 -0.5821 -0.0225
H -1.82774 3.19503 -2.56517 1.2898 -0.2631 -0.6427
H -3.37962 2.85257 -1.77999 0.8795 0.2794 0.2518
C 0.28113 -4.27724 -1.03110 -0.0647 1.5682 1.4207
C 0.73172 -3.45035 -0.27020 0.6215 -0.6593 -0.8179
C 1.64770 -2.61127 0.45097 3.3996 -0.7211 1.7658
H -0.55391 -4.68643 -1.47503 -0.8872 -1.1451 -1.0728
H 1.33359 -2.24474 1.46590 0.0051 -0.2302 -1.1896
H 2.11927 -1.79551 -0.14193 -0.8051 -0.3316 0.3180
H 2.61120 -3.30094 0.68722 -2.1268 1.4033 -0.3949

=====

- Look up the charge of the first one.
  0